Formula: C20H30CaClO19
Source: OMol25
Level of theory: the ωB97M-V functional and the def2-TZVPD basis

Calculated values
Electronic energy (a.u.): -3347.1200
Molar mass (g mol⁻¹): 649.97
Frontier orbital gap (spin up / spin down) (eV): 5.22 / 9.65
Max |F| (eV/A): 6.9
Relative energy (zero: lowest compared OMol25 entry of this formula, charge and spin) (kcal per mole): 14.0
Lowest unoccupied orbital energy (spin up / spin down) (eV): -0.4 / -0.5

```
! RIJCOSX wB97M-V def2-TZVPD def2/J DEFGRID3
* xyz 0 2
Ca -2.68628 -2.88506 -1.98847
Cl -0.87180 -0.51526 -0.34301
O -1.61434 -0.31608 -1.52824
O 0.53155 -0.18840 -0.50828
O -1.46209 0.24204 0.73520
O -1.15617 -1.97132 -0.33324
C -1.10427 3.08045 -1.47580
C -1.92014 4.35913 -1.13405
C -3.21048 4.07212 -0.40112
O -3.17255 4.87031 0.74720
C -2.02150 5.38919 0.91856
O -1.68767 6.15195 1.88169
O -1.25830 5.17464 -0.22331
H -1.73473 2.49579 -2.14572
H -0.75850 2.58235 -0.57001
H -0.31299 3.42536 -2.14139
H -1.98459 4.93049 -2.06006
H -3.27537 2.98970 -0.29049
H -3.92029 3.98524 -1.22375
C 1.13710 -8.22956 -1.64121
C 0.12926 -7.61340 -0.61558
C 0.70067 -6.66541 0.45386
O -0.02157 -5.48014 0.20055
C -0.67217 -5.63864 -0.95769
O -1.21457 -4.65575 -1.58703
O -0.81673 -6.87028 -1.28187
H 0.93340 -9.24147 -1.99142
H 2.08779 -8.43504 -1.14920
H 1.27223 -7.73964 -2.60548
H -0.39478 -8.34853 -0.00478
H 1.76196 -6.52846 0.24647
H 0.55005 -6.91846 1.50332
C -3.02479 -1.80561 4.36691
C -1.88804 -0.89966 4.79283
C -0.58309 -0.96206 3.93673
O -0.25421 0.41482 3.76569
C -1.35091 1.21132 4.22420
O -1.31301 2.39785 4.13593
O -2.33275 0.47719 4.73850
H -3.86642 -1.78290 5.05918
H -2.84542 -2.88074 4.37317
H -3.30740 -1.46581 3.37053
H -1.65310 -1.30455 5.77719
H -0.88771 -1.21058 2.92010
H 0.09139 -1.63493 4.46629
C 2.56166 0.70313 -3.09518
C 1.44565 0.87738 -4.12799
C 1.49718 2.09813 -5.00324
O 1.27397 1.49733 -6.24246
C 1.51074 0.13037 -6.29342
O 1.40078 -0.58129 -7.27684
O 1.48242 -0.22050 -4.97938
H 2.54601 1.55070 -2.40999
H 3.57366 0.72203 -3.49968
H 2.59833 -0.22997 -2.53298
H 0.46080 0.92266 -3.66310
H 2.43114 2.65488 -4.92683
H 0.70744 2.84051 -4.88793
C 2.08970 4.41890 0.82015
C 1.62178 3.34719 1.81375
C 2.01503 1.90465 1.62041
O 2.81658 1.57384 2.77501
C 2.81607 2.64835 3.65797
O 3.30549 2.69576 4.78756
O 2.13516 3.65814 3.04390
H 2.98719 4.26230 0.22174
H 2.33474 5.36649 1.29986
H 1.30699 4.77145 0.14847
H 0.53549 3.38288 1.89630
H 2.71623 1.77596 0.79588
H 1.21334 1.16655 1.64494
*
```

---

Formula: C4H8N2O2
Source: OMol25
Level of theory: the ωB97M-V functional and the def2-TZVPD basis

Calculated values
Electronic energy (a.u.): -417.0141
Molar mass (g mol⁻¹): 116.12
Frontier orbital gap (spin up / spin down) (eV): 8.74 / 7.71
Max |F| (eV/A): 1.5
Relative energy (zero: lowest compared OMol25 entry of this formula, charge and spin) (kcal per mole): 151.8
Lowest unoccupied orbital energy (spin up / spin down) (eV): 0.1 / -0.2

```
! RIJCOSX wB97M-V def2-TZVPD def2/J DEFGRID3
* xyz 0 1
C -0.84056 0.17014 0.21639
C -0.43774 -0.27485 -1.21714
C -0.89802 1.63945 0.50970
C 1.59542 -0.16815 0.19145
N 1.96700 -1.39355 0.58491
N -1.83979 -0.39276 -0.76781
O -2.37667 -1.52591 -0.60404
O 2.24166 0.83004 0.11397
H -0.70655 -0.51793 1.03964
H 2.92375 -1.57199 0.87733
H 1.30186 -2.14642 0.60841
H 0.02358 -1.22942 -1.42782
H -0.18707 0.54682 -1.87561
H -1.29592 2.18025 -0.35036
H -1.56192 1.81954 1.35708
H 0.09096 2.03472 0.74390
*
```

---

Formula: C52H43B4IO22
Source: OMol25
Level of theory: the ωB97M-V functional and the def2-TZVPD basis

Calculated values
Electronic energy (a.u.): -4059.7077
Molar mass (g mol⁻¹): 1190.05
Frontier orbital gap (eV): 7.31
Max |F| (eV/A): 4.5
SMILES: COB(O)B1OB(O)OB(C[C@@H](C)I)O1.O=C1C=CC(=O)C=C1.O=C1C=CC(=O)C=C1.O=C1C=CC(=O)C=C1.O=C1C=CC(=O)C=C1.O=C1C=CC(=O)C=C1.O=C1C=CC(=O)C=C1.O=C1C=CC(=O)C=C1.O=C1C=CC(=O)C=C1
Lowest unoccupied orbital energy (eV): -2.0

```
! RIJCOSX wB97M-V def2-TZVPD def2/J DEFGRID3
* xyz 0 1
C -3.04205 5.28535 0.67180
O -2.25311 4.28732 1.40856
B -1.47145 3.40998 0.51767
O -1.09393 3.67656 -0.88345
B -0.91631 1.97972 1.20883
O -1.98992 1.10231 1.76984
B -1.46069 -0.23948 2.08353
O -2.23824 -1.48837 1.78404
O -0.15677 -0.41121 2.75627
B 0.73699 0.74931 2.53504
C 1.99583 1.17910 3.50149
C 2.96768 -0.05544 3.97023
C 2.21162 -1.27214 4.76833
I 4.23286 -0.84953 2.31952
O 0.50677 1.60350 1.31642
H -3.29220 5.00677 -0.43667
H -4.09376 5.35205 1.23264
H -2.59270 6.38821 0.75894
H -1.89941 3.53222 -1.49568
H -2.14660 -2.01527 2.64944
H 1.65548 1.82837 4.44353
H 2.67562 1.92232 2.86169
H 3.75075 0.41337 4.73940
H 1.53825 -1.93034 4.04137
H 1.52806 -0.92157 5.66544
H 3.04481 -1.99250 5.17498
O 5.57778 -6.92072 -0.96620
C 4.92767 -6.25683 -0.17051
C 4.79512 -4.79419 -0.31993
C 4.08642 -4.06942 0.55115
C 3.40455 -4.69995 1.69888
O 2.75444 -4.03606 2.49457
C 3.53711 -6.16259 1.84830
C 4.24580 -6.88736 0.97722
H 5.30051 -4.34661 -1.16732
H 3.97974 -2.99568 0.45654
H 3.03171 -6.61016 2.69569
H 4.35248 -7.96110 1.07182
O 11.61514 -3.53013 -2.81277
C 10.40397 -3.35888 -2.82797
C 9.82096 -2.02466 -3.07126
C 8.49758 -1.83815 -3.08551
C 7.56203 -2.95790 -2.86033
O 6.35086 -2.78664 -2.87554
C 8.14504 -4.29212 -2.61705
C 9.46842 -4.47863 -2.60279
H 10.52034 -1.21366 -3.23544
H 8.05359 -0.86600 -3.26173
H 7.44566 -5.10312 -2.45287
H 9.91241 -5.45078 -2.42658
O 2.78811 -8.07701 4.35026
C 1.83159 -8.81703 4.16601
C 1.36006 -9.73773 5.21919
C 0.31628 -10.54743 5.01618
C -0.41092 -10.55502 3.73130
O -1.36744 -11.29504 3.54705
C 0.06061 -9.63432 2.67811
C 1.10439 -8.82462 2.88112
H 1.90346 -9.71983 6.15632
H -0.04197 -11.22927 5.77777
H -0.48279 -9.65222 1.74098
H 1.46264 -8.14278 2.11954
O -2.72823 2.75276 -3.12882
C -3.93940 2.92401 -3.14402
C -4.52241 4.25823 -3.38731
C -5.84579 4.44474 -3.40156
C -6.78134 3.32499 -3.17638
O -7.99252 3.49625 -3.19159
C -6.19833 1.99078 -2.93310
C -4.87495 1.80426 -2.91884
H -3.82303 5.06924 -3.55149
H -6.28978 5.41689 -3.57778
H -6.89771 1.17977 -2.76892
H -4.43096 0.83211 -2.74263
O -6.90513 7.83375 -3.04840
C -8.11631 8.00501 -3.06360
C -8.69932 9.33923 -3.30689
C -10.02270 9.52574 -3.32115
C -10.95824 8.40599 -3.09597
O -12.16942 8.57725 -3.11117
C -10.37524 7.07178 -2.85268
C -9.05186 6.88526 -2.83843
H -7.99994 10.15023 -3.47107
H -10.46669 10.49789 -3.49736
H -11.07462 6.26077 -2.68850
H -8.60787 5.91311 -2.66221
O 8.43888 -0.84714 0.95443
C 8.88903 -0.13557 1.84187
C 10.33574 0.13941 1.94488
C 10.82685 0.91519 2.91612
C 9.94420 1.53167 3.92641
O 10.39435 2.24323 4.81386
C 8.49749 1.25669 3.82341
C 8.00638 0.48091 2.85217
H 10.97000 -0.31946 1.19590
H 11.88538 1.12637 3.00644
H 7.86323 1.71555 4.57239
H 6.94785 0.26973 2.76185
O -7.27499 2.74983 3.66676
C -6.82740 1.61567 3.76612
C -7.55931 0.56371 4.49885
C -7.06844 -0.67456 4.60872
C -5.77463 -1.04419 4.00108
O -5.32704 -2.17834 4.10044
C -5.04272 0.00778 3.26835
C -5.53359 1.24605 3.15848
H -8.50724 0.85032 4.93827
H -7.59210 -1.45769 5.14326
H -4.09479 -0.27883 2.82893
H -5.00993 2.02918 2.62394
O 0.34756 2.21240 -8.49575
C -0.69901 2.55899 -7.96560
C -0.70240 3.33782 -6.71156
C -1.84639 3.71417 -6.13193
C -3.15538 3.36893 -6.72114
O -4.20196 3.71552 -6.19099
C -3.15199 2.59009 -7.97518
C -2.00800 2.21375 -8.55481
H 0.26580 3.58387 -6.29218
H -1.86662 4.28509 -5.21167
H -4.12019 2.34405 -8.39456
H -1.98778 1.64282 -9.47507
*
```

---

Formula: C35H26BaIN2O4P
Source: OMol25
Level of theory: the ωB97M-V functional and the def2-TZVPD basis

Calculated values
Electronic energy (a.u.): -2424.3515
Molar mass (g mol⁻¹): 833.81
Frontier orbital gap (eV): 6.98
Max |F| (eV/A): 1.3
Relative energy (zero: lowest compared OMol25 entry of this formula, charge and spin) (kcal per mole): 18.5
Lowest unoccupied orbital energy (eV): -0.4

```
! RIJCOSX wB97M-V def2-TZVPD def2/J DEFGRID3
* xyz 0 1
Ba 0.92233 0.94621 -0.88233
N 0.50756 0.14628 2.51309
C -0.37895 -0.80349 3.04474
C -0.69147 -0.77879 4.40482
C -1.59608 -1.67457 4.94101
C -2.20844 -2.62734 4.13253
C -1.91137 -2.65166 2.78228
C -1.01330 -1.74420 2.21980
P -0.71691 -1.72514 0.41189
C -2.37044 -1.41138 -0.29102
C -2.57244 -1.65308 -1.65138
C -3.74674 -1.25357 -2.26858
C -4.72650 -0.59322 -1.53743
C -4.52635 -0.34047 -0.18803
C -3.35237 -0.74430 0.43326
C -0.35770 -3.47826 0.03264
C 0.97633 -3.86577 -0.06017
C 1.31223 -5.19228 -0.29658
C 0.31522 -6.14288 -0.45605
C -1.02093 -5.76435 -0.37922
C -1.35594 -4.43984 -0.13599
H 0.98683 0.69223 3.21416
H 1.18980 -0.21772 1.86545
H -0.20805 -0.04664 5.04436
H -1.81860 -1.63610 6.00052
H -2.91048 -3.33534 4.55411
H -2.39438 -3.38050 2.14109
H -1.80364 -2.15072 -2.23280
H -3.89000 -1.44336 -3.32509
H -5.63760 -0.26688 -2.02188
H -5.28093 0.18410 0.38406
H -3.19944 -0.53157 1.48545
H 1.76018 -3.12378 0.05131
H 2.35341 -5.48184 -0.36474
H 0.57567 -7.17653 -0.64642
H -1.80379 -6.50198 -0.50992
H -2.39889 -4.14749 -0.09123
I -0.59119 0.78927 -4.02926
C -1.93856 2.40886 -3.85126
C -2.62484 2.81387 -4.95548
C -3.53951 3.88366 -4.82720
C -3.72848 4.48403 -3.61295
C -3.01681 4.05600 -2.46349
C -3.21855 4.66298 -1.19564
C -2.52715 4.21865 -0.10332
C -1.59393 3.15740 -0.24601
C -1.32939 2.52325 -1.44428
C -2.07731 2.98865 -2.56529
H -2.48003 2.32908 -5.91184
H -4.08950 4.21859 -5.69789
H -4.43294 5.30266 -3.51104
H -3.93138 5.47682 -1.11887
H -2.68564 4.67584 0.86731
H -1.08069 2.83568 0.67149
O 2.80230 1.15443 0.77831
C 3.66482 0.73060 -0.05481
O 3.35921 0.08103 -1.09088
C 5.11341 1.04440 0.20341
C 6.09506 0.57232 -0.65798
C 7.43314 0.85198 -0.41575
C 7.79421 1.60132 0.69231
C 6.80007 2.06052 1.53944
C 5.46597 1.79492 1.31217
N 7.18000 2.85356 2.72510
O 6.28821 3.26774 3.43732
O 8.36361 3.05085 2.91495
H 5.78889 -0.01306 -1.51513
H 8.19589 0.48424 -1.08876
H 8.82634 1.83355 0.91159
H 4.70696 2.16256 1.98603
*
```